P.
2 unconnected molecules or ions with the total composition C6H10NO5P, computed with wB97M-V/def2-TZVPD.

Properties
Charge   -2
E_HOMO (spin up / spin down)   -0.24 / -0.24 eV
Kohn-Sham gap (spin up / spin down)   5.83 / 5.84 eV

Last column: Löwdin charge in e.
Cartesian coordinates (Å):
C  3.05  2.30  -2.53  -0.792
C  -0.50  -1.94  0.27  -0.386
C  -2.11  -0.69  1.60  -0.171
C  -1.62  -3.01  2.11  -0.152
C  2.11  2.11  -1.25  -0.214
C  0.98  1.11  -1.65  -0.294
N  -1.44  -1.88  1.22  -0.295
O  2.49  2.59  -3.60  -0.105
O  -1.62  1.90  -0.90  -0.397
O  4.27  2.13  -2.38  -0.098
O  0.12  -2.99  0.07  -0.153
O  0.13  2.01  0.89  -0.375
P  -0.30  1.39  -0.39  0.548
H  -1.92  -0.25  2.72  0.115
H  -2.02  0.14  0.82  0.027
H  -3.22  -0.91  1.56  0.070
H  -2.53  -3.66  2.05  0.051
H  -0.91  -3.82  1.66  0.079
H  -1.48  -2.76  3.26  0.092
H  1.56  3.04  -0.88  0.093
H  2.78  1.74  -0.31  0.141
H  1.57  0.10  -1.67  0.125
H  0.60  1.38  -2.68  0.090

***

Q.
2 unconnected molecules or ions with the total composition C6H10NO5P, computed with wB97M-V/def2-TZVPD.

Properties
Charge   -2
E_HOMO (spin up / spin down)   -0.46 / -0.46 eV
Kohn-Sham gap (spin up / spin down)   6.41 / 6.41 eV

Last column: Löwdin charge in e.
Cartesian coordinates (Å):
C  4.74  -0.34  -0.35  -0.740
C  -0.62  -0.38  0.16  -0.322
C  -2.69  -1.63  -0.66  -0.233
C  3.56  0.55  0.21  -0.126
C  2.21  0.59  -0.52  -0.177
C  1.19  1.31  0.23  -0.176
N  -2.05  -0.42  -0.22  -0.407
O  4.72  -1.01  -1.41  -0.093
O  0.46  2.31  -0.25  -0.099
O  5.74  -0.28  0.41  -0.125
O  0.04  -1.37  0.22  -0.061
O  -1.94  2.10  -0.02  -0.580
P  -2.90  1.04  -0.48  0.537
H  -3.72  -1.77  -0.32  0.027
H  -2.80  -1.72  -1.80  0.067
H  -2.12  -2.53  -0.17  0.088
H  3.89  1.57  0.33  0.094
H  3.44  0.27  1.21  0.079
H  2.36  0.96  -1.52  0.114
H  1.94  -0.45  -0.71  0.110
H  1.06  1.17  1.31  0.115
H  -0.60  2.00  -0.18  0.018
H  -3.89  0.90  0.80  -0.110

***

Short version: P is the most stable of them.

***

P.
A gas-phase ion, C2H6N5 (charge +1), computed with wB97M-V/def2-TZVPD.

Properties
Charge   +1
E_HOMO (spin up / spin down)   -14.39 / -14.59 eV
Kohn-Sham gap (spin up / spin down)   6.84 / 9.17 eV

Last column: Löwdin charge in e.
Cartesian coordinates (Å):
C  2.80  0.39  0.32  -0.339
C  -0.65  0.79  0.17  0.025
N  3.24  -0.64  -0.23  0.271
N  1.61  0.90  0.55  0.156
N  0.73  -1.02  -0.32  0.102
N  0.65  0.18  0.11  -0.211
N  -0.39  -1.67  -0.36  0.180
H  3.70  1.09  0.57  0.171
H  -0.50  1.78  -0.15  0.098
H  -1.20  0.33  -0.72  0.133
H  -1.19  0.70  1.11  0.124
H  -1.18  -1.36  0.22  0.152
H  -0.31  -2.55  -0.79  0.138

***

Q.
A gas-phase ion, C2H6N5 (charge +1), computed with wB97M-V/def2-TZVPD.

Properties
Charge   +1
Structure (SMILES)   N#C[N+](N)=C(N)N
E_HOMO   -14.51 eV
Kohn-Sham gap   10.95 eV

Last column: Löwdin charge in e.
Cartesian coordinates (Å):
N  2.93  0.51  0.15  0.220
C  1.92  -0.01  0.01  -0.240
N  0.65  -0.51  0.04  -0.059
N  0.16  -1.84  -0.01  0.095
C  -0.41  0.54  0.09  -0.319
N  -1.63  0.10  0.15  0.239
N  -0.03  1.77  -0.02  0.249
H  -0.27  -2.10  -0.89  0.108
H  0.78  -2.52  0.45  0.143
H  -2.51  0.62  0.13  0.169
H  -1.75  -0.88  0.23  0.103
H  -0.79  2.44  -0.03  0.158
H  0.95  1.88  -0.29  0.136

***

Short version: Q is the most stable of them.

***

P.
A single C9H14N2O7 molecule, computed with wB97M-V/def2-TZVPD.

Properties
Structure (SMILES)   N[C@@H](CCC(=O)O)C(=O)N[C@@H](CC(=O)O)C(=O)O
E_HOMO   -9.33 eV
Kohn-Sham gap   9.69 eV

Last column: Löwdin charge in e.
Cartesian coordinates (Å):
N  0.82  -3.03  0.19  0.059
C  1.09  -1.63  0.25  -0.344
C  2.32  -1.28  -0.64  -0.103
C  2.60  0.22  -0.84  -0.071
C  3.01  0.81  0.48  -0.541
O  2.19  1.20  1.28  0.089
O  4.33  0.92  0.57  0.121
C  -0.14  -0.94  -0.32  -0.445
O  -0.68  -1.46  -1.27  0.077
N  -0.42  0.31  0.17  0.118
C  -1.62  1.00  -0.24  -0.164
C  -2.87  0.77  0.74  -0.023
C  -3.48  -0.59  0.64  -0.537
O  -3.45  -1.49  1.41  0.128
O  -4.14  -0.62  -0.56  0.094
C  -1.34  2.49  -0.34  -0.477
O  -2.23  3.32  -0.37  0.092
O  -0.07  2.86  -0.30  0.130
H  0.57  -3.20  -0.78  0.079
H  0.04  -3.23  0.77  0.077
H  1.23  -1.37  1.27  0.136
H  3.13  -1.79  -0.15  0.117
H  2.22  -1.87  -1.56  0.125
H  1.72  0.77  -1.17  0.120
H  3.40  0.29  -1.53  0.111
H  4.52  1.50  1.36  0.166
H  0.18  0.59  0.97  0.138
H  -2.01  0.60  -1.21  0.173
H  -3.67  1.46  0.40  0.134
H  -2.62  0.98  1.82  0.150
H  -4.60  -1.46  -0.66  0.121
H  -0.07  3.83  -0.36  0.151

***

Q.
A single C9H14N2O7 molecule, computed with wB97M-V/def2-TZVPD.

Properties
Structure (SMILES)   N[C@@H](CCC(=O)O)C(=O)N[C@@H](CC(=O)O)C(=O)O
E_HOMO   -9.57 eV
Kohn-Sham gap   10.05 eV

Last column: Löwdin charge in e.
Cartesian coordinates (Å):
N  1.58  -1.21  -0.99  0.045
C  1.25  0.23  -1.20  -0.287
C  0.15  0.55  -2.22  -0.106
C  -0.09  2.10  -2.43  -0.074
C  -1.14  2.55  -1.46  -0.456
O  -1.34  2.14  -0.37  0.104
O  -1.76  3.74  -1.91  0.073
C  1.09  1.12  0.07  -0.372
O  1.37  2.31  -0.02  0.056
N  0.55  0.50  1.24  0.112
C  -0.14  -0.76  1.34  -0.229
C  0.65  -1.70  2.28  -0.013
C  0.04  -3.12  2.16  -0.561
O  -0.13  -3.95  2.97  0.136
O  -0.36  -3.31  0.90  0.105
C  -1.62  -0.57  1.92  -0.450
O  -1.99  -1.35  2.77  0.124
O  -2.26  0.39  1.30  0.138
H  1.66  -1.80  -1.82  0.093
H  2.41  -1.32  -0.41  0.084
H  2.22  0.67  -1.58  0.152
H  -0.77  0.17  -1.78  0.114
H  0.29  0.07  -3.18  0.116
H  -0.46  2.35  -3.45  0.128
H  0.83  2.75  -2.34  0.150
H  -2.40  4.02  -1.22  0.125
H  0.49  1.07  2.01  0.123
H  -0.23  -1.10  0.33  0.118
H  1.62  -1.83  1.82  0.110
H  0.69  -1.49  3.38  0.150
H  -0.69  -4.20  0.89  0.120
H  -1.53  0.97  0.97  0.075

***

Short version: P is the most stable of them.